Run 1
Density functional theory data (ωB97M-V/def2-TZVPD) for C3H2O5 in the gas phase.

Each line ends with the Löwdin charge.
Element x y z (Å)
1 C -1.8703 -0.4847 0.1280  -0.33
2 C 0.9399 0.0606 -0.2683  -0.40
3 C -0.6138 0.0347 -0.2231  0.10
4 O -2.7463 -0.8888 0.7783  0.24
5 O -1.5488 -0.2120 -1.1891  0.26
6 O 1.2686 1.2376 0.3910  -0.14
7 O 0.1913 2.0836 0.1370  -0.10
8 O 1.5085 -1.0335 0.3236  0.06
9 H 1.2069 0.0576 -1.3394  0.18
10 H 1.6639 -0.8551 1.2621  0.13

Values from the calculation:
Molecular weight = 118.0 g/mol
HOMO energy (alpha / beta) = -9.22 / -9.22 eV
Total charge = 0

Run 2
Density functional theory data (ωB97M-V/def2-TZVPD) for C3H2O5 in the gas phase.

Each line ends with the Löwdin charge.
Element x y z (Å)
1 C 0.1245 0.4694 -0.1393  -0.35
2 C -2.4391 0.2477 -0.0224  -0.45
3 C -1.1409 -0.4710 0.0147  -0.27
4 O 1.1444 -0.0785 -0.4678  0.13
5 O -3.2883 0.7534 -0.6491  0.20
6 O -1.9932 0.0287 1.1735  0.20
7 O 0.0878 1.8460 0.0356  0.11
8 O -1.0138 -1.7839 -0.1057  0.15
9 H 0.9789 2.1631 -0.1858  0.13
10 H -0.3385 -2.1491 0.4930  0.15

Values from the calculation:
Molecular weight = 118.0 g/mol
HOMO energy = -10.61 eV
Total charge = 0
Structure (SMILES) = O=C(O)[C@@]1(O)OC1=O

run 2 is favored, and the nearest alternative lies 146.3 kcal/mol above it.

Run 1
Density functional theory data (ωB97M-V/def2-TZVPD) for C3H7FS in the gas phase.

Each line ends with the Löwdin charge.
Element x y z (Å)
1 C 0.0719 1.1949 -0.3638  -0.14
2 C 0.0092 0.1037 0.6675  -0.26
3 C -0.3637 -1.2554 0.1012  -0.82
4 F -1.6466 -1.1843 -0.1539  -0.03
5 S 0.4755 -1.6613 -1.4076  0.79
6 H -0.8979 1.3641 -0.9064  0.11
7 H 0.4476 2.1952 0.0097  0.10
8 H 0.8223 1.0651 -0.9918  -0.02
9 H 0.9239 0.1593 1.2075  0.10
10 H -0.8639 0.1280 1.3043  0.11
11 H -0.2070 -2.0476 0.9899  0.15
12 H 1.7338 -1.2434 -1.0909  -0.10

Values from the calculation:
Molecular weight = 94.2 g/mol
HOMO energy = -9.30 eV
Total charge = 0
Structure (SMILES) = CC[C@@H](F)S

Run 2
Density functional theory data (ωB97M-V/def2-TZVPD) for 2 unconnected molecules or ions with the total composition C3H7FS.

Each line ends with the Löwdin charge.
Element x y z (Å)
1 C -2.2712 -0.9013 0.1108  -0.03
2 C -0.2809 0.6511 -0.0628  0.07
3 C -0.8335 -0.5458 -0.0578  -0.42
4 F -0.0401 -1.6313 -0.2156  0.03
5 S 4.0001 -0.3124 0.0373  0.48
6 H -2.9087 -0.1139 -0.2795  0.08
7 H -2.4838 -1.8331 -0.4096  0.08
8 H -2.5016 -1.0432 1.1672  0.08
9 H 3.4219 0.4428 -0.8911  -0.24
10 H 0.7823 0.7719 -0.1729  0.04
11 H -0.8660 1.5432 0.0552  0.06
12 H 4.9013 0.6279 0.3166  -0.23

Values from the calculation:
Molecular weight = 94.2 g/mol
HOMO energy = -9.60 eV
Total charge = 0
Structure (SMILES) = C=C(C)F.S

run 2 is favored, and the nearest alternative lies 8.6 kcal/mol above it.